ORCA calculation (wB97M-V/def2-TZVPD) on a molecular structure, C9H24As8F48N3O3 in a non-equilibrium geometry.

Results
**E**: -23427.6198 hartree
**2S+1**: 2
**Maximum force**: 4.178 eV/A
**Molar mass**: 1733.59 g mol⁻¹
**Charge**: -6

Cartesian coordinates (Å):
C  -6.41  7.36  19.03
C  -7.29  7.81  17.90
O  -8.05  7.06  17.35
N  -6.90  9.22  17.34
H  -5.90  9.32  17.44
H  -6.97  9.17  16.34
C  -7.74  10.29  18.05
H  -6.30  8.10  19.82
H  -5.43  7.01  18.69
H  -6.92  6.59  19.61
H  -7.11  11.17  18.10
H  -8.14  9.96  19.01
H  -8.59  10.46  17.39
C  -9.84  21.71  17.28
C  -9.08  21.37  16.05
O  -8.62  22.20  15.34
N  -8.59  19.98  15.85
H  -7.63  20.07  16.17
H  -8.93  19.30  16.50
C  -8.75  19.43  14.44
H  -9.26  21.39  18.15
H  -10.90  21.46  17.31
H  -9.91  22.79  17.34
H  -9.82  19.48  14.22
H  -8.51  18.37  14.53
H  -8.35  20.04  13.63
C  -7.24  15.02  14.50
C  -8.31  15.42  15.51
O  -8.24  16.45  16.15
N  -9.41  14.38  15.80
H  -10.16  15.03  15.94
H  -9.72  13.84  15.00
C  -9.08  13.49  17.03
H  -6.82  14.01  14.45
H  -6.35  15.66  14.52
H  -7.55  15.19  13.47
H  -9.72  12.62  16.99
H  -9.32  14.03  17.95
H  -8.04  13.18  16.91
As  -9.45  12.10  21.31
F  -9.91  11.61  19.66
F  -7.94  12.81  20.61
F  -8.99  12.57  22.98
F  -11.01  11.36  21.89
F  -8.64  10.52  21.48
F  -10.19  13.75  21.00
As  -3.70  13.06  12.55
F  -4.03  14.74  11.91
F  -2.00  13.73  12.65
F  -3.40  11.43  13.34
F  -5.42  12.49  12.17
F  -3.18  12.56  10.90
F  -4.21  13.71  14.08
As  -13.47  13.04  14.75
F  -15.11  12.85  14.00
F  -12.97  13.95  13.30
F  -11.85  13.49  15.47
F  -13.89  12.15  16.18
F  -12.87  11.48  14.07
F  -14.25  14.59  15.41
As  -4.28  19.57  14.59
F  -3.11  19.01  15.79
F  -5.39  20.00  15.87
F  -5.57  20.04  13.40
F  -3.28  19.03  13.28
F  -5.02  17.88  14.65
F  -3.62  21.25  14.46
As  -4.75  15.14  18.36
F  -4.44  16.82  17.98
F  -4.84  14.81  16.61
F  -5.11  13.43  18.96
F  -4.83  15.57  20.18
F  -6.55  15.47  18.33
F  -3.04  14.78  18.34
As  -9.41  17.71  11.32
F  -10.49  18.16  12.58
F  -10.89  17.50  10.31
F  -8.32  17.15  9.94
F  -7.97  17.87  12.39
F  -9.53  15.93  11.85
F  -9.37  19.44  10.83
As  -9.02  10.43  14.03
F  -10.15  11.83  13.83
F  -8.06  11.04  12.62
F  -7.76  9.16  14.21
F  -9.96  9.85  15.46
F  -9.95  9.30  12.96
F  -7.99  11.53  15.12
As  -11.63  17.84  17.63
F  -13.16  16.89  17.59
F  -12.62  19.39  17.54
F  -10.08  18.80  17.72
F  -10.76  16.33  17.89
F  -11.55  17.73  15.78
F  -11.64  17.90  19.43